# 1
Below is a 2-piece molecular cluster, CH3FS overall in a non-equilibrium geometry, with properties calculated with wB97M-V/def2-TZVPD.

Properties
Gap between HOMO and LUMO: 10.3 eV
F_max: 6.0 eV/A
Energy above the lowest of the compared OMol25 structures with the same formula, charge and spin: 1.717 eV
Charge: 0

```
6
Properties=species:S:1:pos:R:3:forces:R:3:nbo_charge:R:1
S -1.424528 0.226647 0.005839 0.3 -0.2 -1.3 -0.061
F 1.123040 0.919386 -0.134278 0.2 0.4 -0.3 -0.376
C 0.334296 -0.049930 0.424616 1.0 -2.8 -5.2 -0.049
H -1.462177 0.173215 -1.451244 0.6 -0.1 2.4 0.163
H 0.539752 0.037722 1.443189 -0.3 -0.8 1.8 0.187
H 0.889616 -1.307040 -0.288122 -1.8 3.5 2.6 0.136
```
Positions in Å, forces in eV/Å.

***

# 2
Below is a 2-piece molecular cluster, CH3FS overall in a non-equilibrium geometry, with properties calculated with wB97M-V/def2-TZVPD.

Properties
Gap between HOMO and LUMO: 9.6 eV
F_max: 5.0 eV/A
Energy above the lowest of the compared OMol25 structures with the same formula, charge and spin: 2.318 eV
Charge: 0

```
6
Properties=species:S:1:pos:R:3:forces:R:3:nbo_charge:R:1
S -1.463186 0.064224 -0.029551 0.4 1.3 -1.2 -0.029
F 1.023484 0.855632 -0.177927 0.5 1.3 0.0 -0.353
C 0.264624 -0.046865 0.426209 1.3 -4.4 -2.0 -0.024
H -1.160990 0.685170 -1.293609 -0.4 -1.0 1.8 0.161
H 0.798890 -1.406033 -0.433992 -1.1 2.9 2.6 0.041
H 0.537178 -0.152126 1.508869 -0.6 -0.1 -1.1 0.203
```
Positions in Å, forces in eV/Å.

***

# 3
Below is a 2-piece molecular cluster, CH3FS2 overall in a non-equilibrium geometry, with properties calculated with wB97M-V/def2-TZVPD.

Properties
Gap between HOMO and LUMO (spin up / spin down): 8.3 / 6.1 eV
F_max: 4.0 eV/A
Energy above the lowest of the compared OMol25 structures with the same formula, charge and spin: 2.885 eV
Charge: 0

```
7
Properties=species:S:1:pos:R:3:forces:R:3:nbo_charge:R:1
S -0.638609 2.040895 0.511631 2.1 -0.3 0.7 -0.400
S 1.528100 -0.988228 0.658643 -0.2 -1.0 0.8 0.166
F -0.700896 -1.076175 -0.619433 0.8 0.1 -0.3 -0.315
C 0.490876 -0.456333 -0.521008 -2.6 -1.1 2.3 0.092
H 0.629043 0.327954 -1.117675 0.7 2.7 -2.8 0.202
H 0.432129 -1.636739 1.171010 0.9 0.0 0.3 0.166
H -1.740642 1.788626 -0.083168 -1.7 -0.4 -0.9 0.090
```
Positions in Å, forces in eV/Å.

***

# 4
Below is CH3HgLiO as an isolated structure in a non-equilibrium geometry, with properties calculated with wB97M-V/def2-TZVPD.

Properties
Expectation value of S²: 2.0246
2S+1: 3
Gap between HOMO and LUMO (spin up / spin down): 5.2 / 5.8 eV
F_max: 3.2 eV/A
Energy above the lowest of the compared OMol25 structures with the same formula, charge and spin: 0.115 eV
Charge: 0

```
7
Properties=species:S:1:pos:R:3:forces:R:3:nbo_charge:R:1
Hg -0.307121 -1.356758 1.720411 -0.8 -1.2 1.3 0.191
O 0.290855 -0.356947 -0.190542 1.6 2.5 -1.4 -1.065
C -0.289044 0.886491 -0.171041 1.1 -0.1 -1.3 -0.140
Li 2.078729 -0.455576 -0.710492 -1.2 0.0 0.3 0.970
H -0.213689 1.594801 0.665994 0.0 -0.7 0.2 0.130
H -0.274809 1.387873 -1.148709 -0.4 -0.1 0.2 0.111
H -1.284920 -1.699883 -0.165621 -0.3 -0.4 0.6 -0.196
```
Positions in Å, forces in eV/Å.

***

# 5
Below is CH3HgMgO2 as an isolated structure in a non-equilibrium geometry, with properties calculated with wB97M-V/def2-TZVPD.

Properties
Expectation value of S²: 0.7550
2S+1: 2
Gap between HOMO and LUMO (spin up / spin down): 5.8 / 7.3 eV
F_max: 8.4 eV/A
Energy above the lowest of the compared OMol25 structures with the same formula, charge and spin: 0.287 eV
Charge: 0

```
8
Properties=species:S:1:pos:R:3:forces:R:3:nbo_charge:R:1
Hg 2.551544 -1.522217 0.674718 -1.2 -6.6 3.7 0.725
Mg 1.461821 1.188322 -0.550081 -0.6 -1.5 0.9 1.815
O 2.830381 0.010882 -0.185090 1.5 7.2 -4.0 -1.639
O -0.064310 0.410865 0.180893 0.4 1.1 -0.9 -1.106
C -1.392192 0.068362 -0.010117 -0.6 -0.4 0.5 -0.227
H -1.517332 -0.714893 -0.782408 0.0 0.2 0.2 0.142
H -1.781818 -0.328282 0.947794 0.0 -0.1 -0.4 0.152
H -2.088092 0.886960 -0.275709 0.4 0.0 0.0 0.138
```
Positions in Å, forces in eV/Å.

***

# 6
Below is a 2-piece molecular cluster, CH3IN2 overall in a non-equilibrium geometry, with properties calculated with wB97M-V/def2-TZVPD.

Properties
Gap between HOMO and LUMO (spin up / spin down): 8.2 / 9.4 eV
F_max: 3.3 eV/A
Energy above the lowest of the compared OMol25 structures with the same formula, charge and spin: 5.457 eV
Charge: 0

```
7
Properties=species:S:1:pos:R:3:forces:R:3:nbo_charge:R:1
I 2.055323 -2.218099 0.374559 0.2 -0.2 -0.1 0.140
N 0.951317 0.624139 -0.006443 2.3 2.4 0.4 -0.504
N 0.353615 -0.000349 -1.195938 0.6 -1.6 -1.9 -0.479
C 0.731641 -0.674275 -0.006613 -1.2 -2.2 -0.2 0.112
H 1.076282 -0.239213 -2.009565 -1.3 1.4 2.4 0.355
H -2.225522 -0.345199 -0.059905 0.0 0.0 0.0 -0.002
H 0.343386 1.157672 0.603559 -0.6 0.3 -0.6 0.378
```
Positions in Å, forces in eV/Å.

***

# 7
Below is a 2-piece molecular cluster, CH3IN2O2 overall in a non-equilibrium geometry, with properties calculated with wB97M-V/def2-TZVPD.

Properties
SMILES string: N#[N+][O-].COI
Gap between HOMO and LUMO: 8.8 eV
F_max: 3.0 eV/A
Energy above the lowest of the compared OMol25 structures with the same formula, charge and spin: 2.217 eV
Charge: 0

```
9
Properties=species:S:1:pos:R:3:forces:R:3:nbo_charge:R:1
I -1.832410 1.455500 0.660891 0.5 -0.1 0.0 0.408
O -1.982254 -2.020126 -1.238122 -2.6 -0.6 1.2 -0.342
O -0.158713 0.491801 0.175807 -1.0 -0.1 -0.5 -0.702
N 0.024048 -1.494397 -2.126389 1.2 0.3 -0.5 -0.100
N -0.959321 -1.741250 -1.683905 1.4 0.3 -0.7 0.440
C 0.985800 0.785952 0.920878 0.5 0.2 0.3 -0.249
H 0.871116 0.523808 1.976304 0.0 0.0 0.0 0.172
H 1.285151 1.835593 0.837445 -0.1 0.0 0.0 0.172
H 1.766582 0.163118 0.477092 0.0 0.0 0.1 0.200
```
Positions in Å, forces in eV/Å.

***

# 8
Below is one molecule with the formula CH3IN2O2 in a non-equilibrium geometry, with properties calculated with wB97M-V/def2-TZVPD.

Properties
SMILES string: CON(I)N=O
Gap between HOMO and LUMO: 8.8 eV
F_max: 3.8 eV/A
Energy above the lowest of the compared OMol25 structures with the same formula, charge and spin: 4.464 eV
Charge: 0

```
9
Properties=species:S:1:pos:R:3:forces:R:3:nbo_charge:R:1
I 2.151809 -0.630230 -1.576762 0.5 -0.4 -0.5 0.343
O 0.696492 1.634780 1.464028 0.3 -0.2 -0.5 -0.286
O -0.395205 0.501974 -0.657160 0.3 -0.3 0.0 -0.362
N 1.520608 1.145101 0.781641 -1.2 -1.0 -1.4 0.284
N 0.942056 0.422404 -0.416467 0.4 2.0 2.2 -0.292
C -1.057593 -0.591650 -0.001018 -3.6 0.7 -0.9 -0.273
H -0.329048 -1.334794 0.210313 0.2 -0.9 0.2 0.195
H -1.948591 -0.950886 -0.715800 2.2 0.5 1.4 0.194
H -1.580527 -0.196700 0.911227 0.8 -0.5 -0.6 0.197
```
Positions in Å, forces in eV/Å.

***

# 9
Below is one molecule with the formula CH3IN2O2 in a non-equilibrium geometry, with properties calculated with wB97M-V/def2-TZVPD.

Properties
Expectation value of S²: 2.0196
2S+1: 3
Gap between HOMO and LUMO (spin up / spin down): 7.3 / 8.3 eV
F_max: 2.8 eV/A
Energy above the lowest of the compared OMol25 structures with the same formula, charge and spin: 1.887 eV
Charge: 0

```
9
Properties=species:S:1:pos:R:3:forces:R:3:nbo_charge:R:1
I -1.858063 0.965148 1.110739 -1.7 1.5 -1.3 0.327
O 0.598736 -0.567472 1.779607 0.5 -0.2 0.9 -0.249
O -0.229440 -0.813333 -0.397058 -0.7 -0.1 -1.7 -0.347
N -0.408142 -0.430185 2.342217 1.5 -1.2 1.4 0.037
N -1.538746 -0.633340 -0.217875 0.7 0.4 -0.3 -0.079
C 0.638796 0.175891 -0.983815 0.7 -1.2 -2.4 -0.292
H 0.547514 1.125582 -0.602346 0.0 1.9 2.1 0.194
H 1.608614 -0.285695 -0.957629 0.5 0.1 0.9 0.215
H 0.640731 0.463405 -2.073839 -1.5 -1.3 0.4 0.194
```
Positions in Å, forces in eV/Å.

***

# 10
Below is one molecule with the formula CH3IN2O3S in a non-equilibrium geometry, with properties calculated with wB97M-V/def2-TZVPD.

Properties
SMILES string: C[S@](=O)(I)=N[N+](=O)[O-]
Gap between HOMO and LUMO: 8.9 eV
F_max: 3.6 eV/A
Energy above the lowest of the compared OMol25 structures with the same formula, charge and spin: 3.105 eV
Charge: 0

```
11
Properties=species:S:1:pos:R:3:forces:R:3:nbo_charge:R:1
I -1.588876 2.101515 0.514010 0.1 0.3 -0.2 -0.049
S -0.479819 0.009615 -0.054780 -0.2 -0.3 1.1 1.758
O 1.667497 -1.277710 2.399334 0.6 -0.3 0.4 -0.294
O -1.488673 -0.954826 0.306811 0.3 -0.1 -0.1 -0.898
O 0.347186 0.410262 2.690361 -0.2 0.5 1.2 -0.343
N 1.015066 -0.354261 2.077619 -1.2 0.5 -3.3 0.665
N 0.983252 -0.096664 0.516324 -0.5 -0.5 0.4 -0.801
C -0.223478 0.014953 -1.810499 1.2 2.8 -0.6 -0.851
H 0.705123 -0.453263 -1.858859 1.6 -1.3 -0.4 0.267
H -0.017128 1.007608 -2.301231 -0.3 -0.5 1.3 0.272
H -0.920151 -0.407229 -2.479090 -1.4 -1.1 0.2 0.274
```
Positions in Å, forces in eV/Å.